{"formula": "C13H28AsN4O3Re", "method": "ωB97M-V/def2-TZVPD", "elements": ["H", "C", "H", "C", "H", "C", "N", "C", "C", "C", "H", "N", "Re", "H", "H", "H", "H", "H", "H", "H", "H", "H", "H", "C", "H", "C", "H", "H", "As", "O", "O", "H", "C", "H", "H", "H", "N", "H", "N", "C", "H", "H", "H", "C", "O", "C", "H", "H", "H", "C"], "xyz": [[-4.735, -2.263, -0.046], [-1.541, -1.033, 0.495], [4.421, 0.158, 1.440], [3.484, 2.778, -0.569], [-4.733, 0.101, -0.002], [-2.924, -1.071, -0.151], [3.657, -0.871, -0.229], [4.269, -0.881, 1.128], [-3.140, 1.526, -0.077], [-3.691, -2.340, 0.275], [-2.066, 1.609, 0.115], [-0.504, -0.569, -0.285], [1.523, -0.464, -0.152], [5.236, -1.394, 1.132], [-3.254, -3.784, -1.295], [-2.028, -3.707, -0.017], [0.771, 3.999, 1.052], [0.010, 2.475, 1.563], [3.734, -1.823, -0.617], [-3.722, -2.361, 1.374], [-0.352, 2.626, -1.867], [3.388, 3.862, -0.720], [-3.651, 2.307, 0.484], [-0.525, -0.576, -1.631], [3.659, -1.563, 3.093], [0.723, 2.801, -1.904], [1.671, 2.861, 2.074], [1.130, 2.376, -2.824], [1.668, 2.100, -0.356], [-1.302, -1.345, 1.634], [0.612, -0.385, -2.133], [0.902, 3.885, -1.910], [3.292, -1.589, 2.064], [-3.324, 1.728, -1.134], [3.965, 2.360, -1.455], [1.942, -0.112, 2.569], [-1.661, -0.771, -2.304], [4.102, 2.611, 0.314], [1.966, -0.920, 1.936], [-3.700, 0.179, 0.348], [-3.740, 0.128, 1.441], [3.190, -2.639, 1.777], [4.240, -0.306, -0.856], [-3.098, -3.636, -0.217], [-3.874, -1.186, -2.353], [0.951, 2.935, 1.256], [-1.656, -0.772, -3.324], [1.232, -1.543, 2.310], [-3.612, -4.477, 0.250], [-2.904, -1.023, -1.690]], "forces_ev_per_a": [[0.2326, 0.2007, -0.1020], [-1.7170, -0.6774, 1.1140], [0.0424, -0.1439, -0.0621], [0.0496, -0.0996, 0.0037], [0.1521, -0.1625, -0.0327], [-0.2035, -0.0445, -0.2673], [0.1475, -0.3100, -0.6761], [-0.0251, -0.1214, 0.8465], [-0.1714, 0.0405, -0.1138], [-0.2204, -0.0558, 0.7756], [0.1117, 0.1067, 0.1001], [2.0528, 0.2720, -0.0805], [-1.2180, 0.5309, -0.6756], [-0.1293, 0.1387, -0.0999], [0.1055, 0.1562, 0.1683], [0.0969, -0.1494, 0.1667], [0.1080, -0.2262, -0.1835], [0.0561, -0.0006, -0.1530], [0.1793, 0.1435, -0.0100], [0.0710, 0.2035, -0.2726], [0.0587, -0.0875, 0.1971], [-0.1299, -0.2187, 0.0584], [0.1217, 0.0708, -0.0436], [-3.1421, -0.3175, -0.5279], [-0.1532, 0.0147, -0.0777], [-0.0531, -0.1049, -0.2191], [0.0395, -0.0327, -0.1343], [0.0398, -0.0338, 0.1635], [0.0726, 1.0609, 0.0895], [0.2121, 0.1854, -0.1441], [2.4556, 0.1683, 0.4284], [0.0562, -0.2197, 0.1849], [0.8557, -0.0690, -0.2034], [0.0598, -0.0070, -0.0661], [-0.1040, -0.0231, 0.0134], [-0.0979, -0.0363, -0.2252], [1.8944, 0.3641, -0.6571], [-0.1392, -0.0538, -0.0080], [-0.5574, 0.0255, -0.1534], [-0.1440, 0.1840, 0.3171], [0.0434, -0.1493, -0.1215], [-0.0955, 0.0452, 0.0431], [-0.1895, -0.0470, 0.0318], [-0.1575, -0.3731, -0.7250], [0.2162, 0.1226, -0.2771], [-0.0767, -0.1878, 0.1333], [0.0772, -0.0292, 0.0108], [-0.0699, 0.2025, -0.1054], [0.2182, 0.0271, 0.1109], [-1.0321, -0.2820, 1.4610]], "relative_energy_ev": 0.000, "total_charge": 3, "spin_multiplicity": 4, "fmax_ev_per_a": 3.20, "e_lumo_ev": [-12.85, -12.89], "total_energy_ev": -88979.3416}

{"formula": "C13H28BClO9S", "method": "ωB97M-V/def2-TZVPD", "elements": ["H", "H", "H", "O", "O", "O", "O", "C", "C", "C", "H", "H", "H", "C", "H", "B", "C", "C", "H", "H", "H", "O", "O", "C", "O", "H", "H", "H", "H", "C", "H", "Cl", "H", "C", "H", "C", "H", "O", "H", "O", "H", "H", "H", "S", "C", "H", "H", "H", "H", "H", "H", "C", "C"], "xyz": [[5.722, -5.863, -1.787], [-2.667, -2.453, 1.786], [-2.062, 2.060, 1.326], [3.121, -0.199, 1.088], [2.662, -5.071, 0.154], [0.354, 7.226, -2.020], [-0.960, 7.551, -0.336], [1.758, 0.167, 1.408], [1.089, 6.340, -2.867], [-3.431, -1.950, 1.209], [-2.511, 6.369, 0.386], [-2.190, 7.896, 1.233], [-2.388, 0.397, -0.471], [-0.323, 6.618, -1.046], [1.542, -1.741, 2.326], [-0.160, 1.680, 0.338], [-1.365, 1.231, 1.243], [2.638, -5.578, -0.939], [-3.211, -0.164, 2.320], [0.042, -0.908, 2.171], [0.224, -4.588, -0.724], [3.701, -5.885, -1.682], [-4.252, -1.662, -1.238], [-1.733, 7.037, 0.750], [-0.355, 5.432, -0.843], [0.420, 5.645, -3.370], [1.965, 1.810, 0.123], [5.031, -4.492, -0.896], [-1.096, 6.516, 1.462], [4.956, -5.562, -1.079], [-1.100, 0.952, 2.257], [-1.651, -2.787, -1.169], [1.585, 6.963, -3.605], [-2.078, 0.094, 0.517], [-0.351, 2.604, -0.395], [0.320, -5.650, -0.927], [1.824, 0.767, 2.310], [-4.062, -3.913, -0.372], [0.761, -1.628, 0.748], [1.542, -5.922, -1.616], [3.237, -1.151, 1.223], [-4.388, -2.238, 1.622], [-1.372, -0.718, 0.434], [-3.550, -2.601, -0.447], [-3.301, -0.441, 1.282], [1.835, 5.792, -2.295], [1.329, 0.400, -0.662], [0.268, -6.213, 0.003], [5.087, -6.110, -0.148], [-4.202, 0.002, 0.883], [-0.489, -5.963, -1.580], [0.977, -1.097, 1.665], [1.258, 0.997, 0.245]], "forces_ev_per_a": [[-0.0832, -0.0365, -0.0761], [0.3432, -0.3304, -0.1834], [-0.2130, 0.2458, 0.1251], [0.0794, -0.2315, 0.0112], [0.0076, -0.0117, -0.0413], [-0.0273, 0.0209, 0.0340], [0.0277, 0.0051, -0.0347], [0.6973, -0.6033, -0.5335], [0.1084, -0.0279, -0.1384], [0.1146, 0.4391, 0.1597], [0.0524, -0.0744, -0.0102], [0.0514, 0.0726, -0.0771], [0.0400, 0.0331, -0.4651], [0.0066, 0.0206, -0.0179], [0.1852, -0.2912, 0.1582], [0.1712, -0.0663, -0.0679], [-0.0212, 0.7574, -0.3391], [-0.0198, 0.0290, -0.0697], [-0.0874, 0.0192, 0.4637], [-0.3387, 0.1475, 0.1052], [0.1115, -0.0268, 0.1087], [-0.0373, -0.0130, 0.0089], [-0.0002, 0.9959, -0.6785], [-0.1050, 0.0261, 0.1319], [-0.0046, 0.0655, 0.0125], [-0.0108, -0.0593, 0.0709], [0.2928, 0.2130, -0.2870], [-0.0477, 0.0035, 0.0723], [0.0058, -0.0781, -0.0450], [0.1707, 0.0007, -0.0064], [0.1503, -0.3128, 0.2206], [0.0041, 0.1693, 0.0180], [-0.0475, 0.0987, 0.0495], [-0.0339, -0.2568, 0.8799], [-0.0368, -0.0895, -0.1442], [-0.1828, -0.0654, 0.0251], [-0.2057, 0.2000, 0.2836], [-0.0194, -1.3539, 0.2108], [0.0534, -0.1959, -0.3338], [0.0620, -0.0346, 0.0254], [-0.0630, 0.3835, 0.0015], [-0.3562, -0.3447, 0.0101], [0.2289, -0.2258, -0.3187], [-0.4807, 0.0679, 0.5541], [0.4129, 0.1221, -0.7314], [-0.0570, -0.0637, 0.0350], [-0.0410, -0.0871, -0.3219], [0.0652, 0.0553, 0.0511], [-0.0510, 0.0533, 0.0521], [-0.2775, 0.1897, 0.0263], [0.1055, -0.0327, -0.1163], [-0.1504, 0.0723, 0.3194], [-0.5491, 0.4063, 0.8125]], "fmax_ev_per_a": 1.37, "e_lumo_ev": 0.18, "total_energy_ev": -56395.6719, "smiles": "C[C@@H](O)CBCCCCS(=O)(=O)Cl.COC(=O)OC.COC(=O)OC"}

{"formula": "C13H28Br2N2O6P2", "method": "ωB97M-V/def2-TZVPD", "elements": ["H", "H", "H", "O", "C", "C", "H", "C", "C", "H", "H", "H", "O", "H", "Br", "H", "H", "P", "C", "H", "O", "N", "H", "O", "C", "H", "N", "H", "H", "H", "H", "H", "H", "C", "P", "H", "H", "O", "H", "H", "C", "C", "O", "H", "C", "H", "H", "C", "H", "C", "Br", "C", "H"], "xyz": [[-2.780, 3.625, 1.338], [-1.909, -1.430, 0.466], [3.784, -3.402, -0.636], [4.400, 1.017, 0.916], [-4.510, -0.106, 0.674], [2.235, -0.013, -0.388], [-2.016, -3.088, 1.862], [-3.162, 0.239, 2.752], [-2.613, 1.598, 0.578], [-4.388, 1.690, 1.788], [1.345, -3.271, 1.435], [-2.335, 3.513, -0.388], [0.632, -1.434, -2.271], [-3.991, 3.195, 0.126], [4.146, 1.882, -3.467], [2.330, -1.039, -5.170], [2.460, 1.383, -5.211], [2.242, -2.560, 0.629], [1.263, -1.089, 0.084], [-1.007, 1.245, 2.044], [2.417, 2.565, 0.565], [2.774, -3.368, -0.598], [3.242, -2.045, 1.471], [-0.489, -2.456, -0.606], [0.028, -0.685, 0.889], [-3.925, -0.560, -0.123], [-1.051, -2.878, 1.663], [0.189, -0.493, 1.945], [4.066, 0.806, -5.700], [2.435, -0.546, -3.476], [1.791, 0.599, -1.169], [-2.681, 1.153, -0.414], [-0.628, 2.375, 0.766], [-2.945, 3.086, 0.406], [2.930, 1.080, 0.865], [-2.444, 0.844, 3.301], [3.097, -0.515, -0.832], [-0.487, 0.437, 0.206], [2.234, 1.422, 2.854], [3.154, 2.997, 0.107], [0.491, -1.664, -1.118], [-1.149, 1.442, 0.985], [2.213, 0.680, 2.234], [-3.999, 0.078, 3.431], [-3.685, 0.914, 1.485], [-0.575, -2.623, 2.515], [-5.395, 0.353, 0.237], [3.340, 0.828, -4.894], [-2.735, -0.740, 2.534], [2.955, -0.550, -4.427], [4.510, -1.694, -4.206], [-0.933, -1.886, 0.630], [-4.869, -0.909, 1.318]], "forces_ev_per_a": [[0.0250, 0.1521, 0.0270], [-0.0419, -0.1423, -0.3934], [0.0203, -0.0655, -0.2004], [-0.3033, 0.0771, -0.0230], [-0.1029, 0.0276, 0.2887], [-0.1777, -0.0757, 0.3652], [-0.0223, -0.1075, 0.0788], [-0.3120, 0.1759, 0.0997], [-0.2658, 0.2167, 0.1464], [0.0915, 0.1337, 0.1807], [-0.0011, 0.1455, 0.2247], [0.0867, 0.1789, 0.0403], [0.2211, -0.1309, -0.2858], [-0.0720, 0.1026, -0.0081], [0.0202, -0.0126, 0.0298], [-0.0079, 0.0110, -0.0210], [-0.0253, -0.0084, 0.0293], [0.4897, -0.4892, -0.5918], [-0.1038, -0.0662, -0.4756], [-0.0093, -0.0681, 0.0904], [-0.1366, 0.0198, 0.0353], [-0.0592, 0.1825, 0.3575], [-0.2385, 0.2115, 0.3524], [-0.2802, 0.1152, -0.2997], [-0.0106, -0.5419, -0.3987], [0.0343, -0.0487, -0.0759], [0.2539, 0.1942, -0.2012], [0.0097, 0.0135, 0.1304], [0.0136, -0.0154, -0.0194], [-0.0640, -0.0069, -0.0197], [-0.1400, 0.0464, -0.0070], [0.0525, -0.0789, -0.0635], [0.0631, 0.0429, -0.0183], [-0.0421, -0.3910, -0.0011], [1.3437, -0.4755, -0.3805], [0.0788, -0.0024, 0.0356], [0.0959, 0.0485, -0.1084], [0.0680, 0.1773, 0.5225], [0.0557, -0.1102, 0.1394], [-0.1451, 0.2381, 0.0579], [-0.0157, -0.0406, 0.2400], [0.1834, 0.1554, -0.3833], [-0.4977, 0.3945, 0.0260], [-0.0477, -0.1310, 0.0042], [0.0827, -0.3455, -0.3500], [-0.0092, -0.0496, 0.0759], [0.0378, 0.0443, -0.2109], [-0.0792, 0.0289, 0.0631], [0.2260, 0.0003, 0.0241], [0.1258, -0.0568, -0.0288], [-0.0069, 0.0249, 0.0471], [-0.3929, 0.3476, 0.8160], [-0.0683, -0.0463, 0.0367]], "relative_energy_ev": 0.000, "fmax_ev_per_a": 1.48, "e_lumo_ev": 0.15, "total_energy_ev": -187864.5841, "smiles": "CC(C)[C@@H](C)CO[C@H]1[C@H](N)OC(=O)[C@]1(CP(=O)(O)O)[PH2]=N.BrCCBr"}

{"formula": "C13H28BrN5ORu", "method": "ωB97M-V/def2-TZVPD", "elements": ["N", "H", "C", "Br", "C", "H", "N", "H", "H", "H", "H", "C", "C", "C", "H", "H", "N", "O", "H", "H", "H", "H", "C", "Ru", "C", "H", "C", "C", "C", "H", "H", "C", "H", "H", "H", "H", "H", "H", "C", "H", "H", "N", "H", "C", "H", "H", "H", "N", "H"], "xyz": [[-0.659, -1.282, -1.205], [-1.698, -1.807, 1.533], [1.289, 1.736, 2.760], [-2.309, 2.366, -1.364], [1.787, 2.491, -1.785], [0.756, -4.320, 2.898], [-1.028, 1.641, 1.915], [2.144, 5.579, -4.049], [2.068, 0.105, 1.683], [1.221, -1.922, -0.616], [-2.269, -2.564, -0.715], [0.817, -1.505, -1.528], [2.050, 3.554, -2.578], [1.027, 4.328, -3.157], [3.083, 3.722, -2.803], [-1.558, -4.676, 3.255], [0.486, 2.243, -1.406], [1.208, 5.481, -3.827], [-0.731, -3.395, -0.944], [0.168, 3.338, 2.024], [1.190, -0.541, -1.853], [-0.276, 2.836, 3.631], [0.463, -4.379, 1.841], [-0.378, 0.757, -0.040], [-1.400, -1.019, -2.452], [2.564, 1.784, -1.368], [-0.003, 2.466, 2.647], [-0.302, 4.046, -2.838], [-1.965, -4.205, 2.399], [0.245, -5.460, 1.706], [2.100, 2.473, 2.846], [-0.481, 3.023, -1.921], [-1.919, 2.144, 1.765], [-2.680, -3.466, 2.572], [-0.929, -0.091, -2.877], [-1.274, 0.816, 2.458], [1.323, -4.051, 1.190], [0.937, -2.239, -2.342], [-0.906, -2.440, 1.013], [-2.429, -5.006, 1.773], [-0.012, -1.912, 1.183], [-0.817, -3.744, 1.683], [-1.154, 4.627, -3.218], [-1.216, -2.483, -0.525], [-2.451, -0.896, -2.289], [2.175, 1.599, 0.922], [1.471, 1.087, 3.655], [1.549, 0.986, 1.488], [-1.279, -1.829, -3.139]], "forces_ev_per_a": [[0.4381, -0.2417, 0.6566], [0.7341, -1.0579, -0.6107], [1.8550, -0.7673, 0.2244], [1.4028, 0.8307, -0.4662], [-1.1817, -0.8823, 1.1279], [0.0238, 0.2116, 0.0075], [-0.6717, 0.2147, 0.4982], [0.0895, 0.3448, -0.1723], [-0.2920, 1.0398, -0.2201], [0.7716, 0.2810, 0.0342], [-0.5108, 0.0845, 0.0439], [-1.8550, -0.4184, -0.0704], [0.8310, -0.0302, -0.8987], [-0.3161, 1.8008, 0.4933], [0.3928, 0.3810, -0.2698], [-0.1954, -0.5908, 1.2696], [-0.0170, 0.0580, -0.3280], [0.3384, -1.6730, 0.2747], [-0.3320, 0.4743, 0.0973], [-0.1336, 0.1918, -0.1111], [0.6067, 0.0007, 0.1085], [-0.6123, -0.1499, 0.0278], [0.3031, -1.3156, -0.2238], [0.3611, -0.3019, 0.1392], [1.1662, 1.2961, -0.2570], [-0.8870, 1.0982, -0.6233], [-0.5122, 0.2796, -0.4893], [-1.1011, -0.7397, 0.8295], [0.9729, -2.0999, -1.5331], [0.4913, 0.3215, -0.0983], [-0.3456, -0.0107, 0.2197], [-0.2755, -0.6587, -0.3907], [0.7056, -0.0641, 0.3344], [-0.9336, 1.2791, 0.3632], [-0.7640, -0.8338, 0.0346], [-0.0688, 0.1519, 0.3075], [-1.3806, -0.0618, 0.4893], [-0.0924, 0.2362, 0.2190], [-2.2646, 0.4285, 0.0640], [0.0829, 0.2400, 0.3711], [1.5243, 0.3867, 0.0754], [0.2474, 2.3171, -0.7462], [0.6094, -0.2280, 0.0979], [1.4408, -0.6590, 0.2407], [-0.5292, 0.3582, 0.3032], [-0.4734, -0.9662, 0.5130], [-0.8058, 0.3022, -0.8428], [0.9267, -0.2669, -0.5110], [0.2356, -0.5914, -0.6028]], "relative_energy_ev": 0.000, "total_charge": 3, "spin_multiplicity": 6, "fmax_ev_per_a": 2.78, "e_lumo_ev": [-8.24, -11.82], "total_energy_ev": -96028.0521}